Computed, not measured: a cluster of 4 separate species, CH10O3S2 in total in a non-equilibrium geometry, with ωB97M-V with the def2-TZVPD basis set.

## Properties
E_tot = -1066.1931 hartree
Molecular weight = 134.22 g mol⁻¹
Gap between HOMO and LUMO (alpha / beta) = 4.518 / 6.767 eV
E_HOMO (alpha / beta) = -0.0466 / -0.1300 Eh
Energy relative to the best compared isomer or geometry (same formula, charge and spin) = 0.00 kJ/mol

Geometry as ORCA input:
```
! wB97M-V def2-TZVPD RIJCOSX def2/J DEFGRID3
* xyz -1 2
C 1.416 0.170 1.312
S 2.293 0.158 -0.312
S 3.753 -1.595 0.378
H 0.957 -0.845 1.271
H 0.510 0.781 1.251
H 2.131 0.372 2.099
H 4.874 -0.964 -0.019
H 0.439 -1.236 -1.196
H -0.515 -2.061 -0.496
O -0.540 -1.374 -1.184
H -2.639 0.589 0.953
H -1.728 -0.335 0.088
O -2.646 -0.042 0.234
H -3.036 2.335 -2.170
H -2.632 1.578 -0.915
O -2.640 2.466 -1.294
*
```

Partial charges, Löwdin, in e: -0.579 0.148 -0.032 -0.013 -0.004 -0.004 -0.326 -0.029 0.040 -0.118 0.039 0.011 -0.069 0.034 -0.018 -0.081